112
Properties=species:S:1:pos:R:3:forces:R:3:lowdin_spin:R:1 method="wB97M-V/def2-TZVPD" total_charge=+1 orbital_gap_ev="8.22 / 2.76" homo_ev="-10.69 / -10.69" multiplicity=2 de_lowest_ev=0.2694
C 7.650 7.776 1.827 0.093 0.551 -1.370 0.000
C 8.514 8.561 0.802 -1.103 -1.264 -0.280 0.000
O 9.513 9.247 1.473 0.961 0.774 0.560 0.000
O 6.703 6.978 1.074 0.728 0.732 0.772 0.000
H 7.183 8.562 2.420 -0.456 -0.104 0.144 0.000
H 8.247 7.180 2.517 0.225 -0.192 -0.252 0.000
H 7.902 9.267 0.241 -0.527 -0.010 0.098 0.000
H 8.981 7.939 0.039 -0.220 -0.636 0.074 0.000
H 10.010 9.622 0.743 0.556 0.281 0.215 0.000
H 6.027 6.704 1.698 -0.136 -0.135 -0.065 0.000
C 8.525 16.362 9.297 0.128 -0.248 0.079 0.001
C 7.870 14.973 9.222 -0.360 0.531 0.044 0.000
C 8.845 13.808 8.908 -0.261 0.335 0.454 0.000
O 9.594 14.209 7.735 0.661 -1.202 0.493 0.000
C 10.746 13.385 7.421 0.085 0.540 0.321 0.000
N 7.005 14.794 10.389 0.901 -0.421 0.944 0.000
H 9.023 16.587 8.353 -0.086 0.110 0.033 0.001
H 9.264 16.480 10.089 0.108 -0.473 0.074 0.000
H 7.788 17.130 9.531 -0.229 -0.023 -0.312 0.000
H 7.138 14.989 8.415 0.542 0.074 -1.026 0.000
H 8.225 12.913 8.864 -0.290 -0.288 -1.310 0.000
H 9.513 13.433 9.683 0.473 1.087 0.475 0.000
H 11.561 13.980 7.007 -0.757 0.610 -1.073 0.000
H 10.465 12.538 6.795 0.100 0.081 -0.074 0.000
H 11.411 13.054 8.218 -1.098 -0.535 1.194 0.000
H 6.497 13.921 10.406 0.009 -0.060 -0.172 0.000
H 6.340 15.552 10.453 0.020 -0.021 -0.034 0.000
C 16.662 14.067 4.521 -1.455 -1.424 0.248 0.000
C 17.118 12.817 3.774 0.890 -0.651 0.656 0.000
C 16.059 11.738 3.308 1.215 -0.882 1.107 0.000
O 16.766 10.452 3.041 1.643 3.243 0.671 0.000
C 16.006 9.492 2.464 -1.729 -0.664 -0.865 0.000
N 17.958 13.197 2.662 -0.332 -0.559 -1.995 0.000
H 16.029 13.706 5.332 -0.237 0.013 0.308 0.000
H 16.000 14.672 3.903 0.616 0.624 -0.012 0.000
H 17.507 14.512 5.047 -0.074 0.539 -0.678 0.000
H 17.741 12.332 4.526 -0.115 -0.719 0.143 0.000
H 15.412 12.085 2.502 0.318 -0.150 -0.603 0.000
H 15.404 11.440 4.126 -0.221 0.544 0.371 0.000
H 15.688 9.815 1.473 -0.354 -0.060 -0.244 0.000
H 15.134 9.322 3.095 -0.552 -0.313 -0.059 0.000
H 16.493 8.527 2.329 0.551 0.255 0.331 0.000
H 18.004 12.380 2.070 -0.147 -0.148 -0.495 0.000
H 18.946 13.375 2.772 -0.070 0.374 1.094 0.000
C 14.780 9.021 -1.190 -0.319 0.488 2.067 0.000
C 13.465 9.481 -0.545 -1.100 -0.826 -2.802 0.000
C 13.232 10.983 -0.921 -0.970 -1.489 1.824 0.000
O 14.285 11.710 -0.312 -0.197 -0.272 -1.355 0.000
C 14.335 13.061 -0.702 0.434 0.252 1.115 0.000
N 12.379 8.566 -1.115 -0.052 1.669 1.084 0.000
H 14.637 8.850 -2.257 0.249 0.179 0.111 0.000
H 15.056 8.114 -0.653 0.360 -0.182 -0.456 0.000
H 15.471 9.820 -0.920 0.623 -0.299 -0.648 0.000
H 13.379 9.393 0.539 0.488 -0.020 -0.008 0.000
H 12.330 11.256 -0.373 -0.539 0.258 -0.125 0.000
H 12.996 11.139 -1.974 0.757 0.119 -0.265 0.000
H 15.020 13.440 0.057 0.060 0.731 -0.297 0.000
H 13.367 13.552 -0.608 -0.297 0.026 0.121 0.000
H 14.715 13.294 -1.697 0.139 -0.506 -0.176 0.000
H 12.195 7.793 -0.492 0.105 -0.050 -0.132 0.000
H 12.590 8.231 -2.043 0.152 -0.020 0.134 0.000
C 8.817 16.762 5.434 0.639 -1.358 0.913 0.106
C 9.167 17.435 4.100 0.777 0.729 -1.135 0.115
C 10.273 18.466 4.331 -0.105 -0.829 -0.204 0.003
O 9.660 19.554 4.969 1.965 -0.841 0.305 -0.001
C 9.069 20.405 4.089 -2.502 1.868 -1.756 0.002
N 9.534 16.408 3.191 -0.530 -1.163 2.936 0.674
H 8.378 15.769 5.341 -0.775 0.230 -0.010 0.000
H 8.281 17.430 6.109 -0.229 0.012 -0.416 0.014
H 9.760 16.503 5.915 0.175 0.230 0.106 0.002
H 8.247 17.798 3.641 -0.282 0.790 0.351 0.028
H 10.895 18.562 3.440 -0.726 1.372 -0.897 0.002
H 11.107 18.044 4.891 -0.612 -0.090 1.226 0.001
H 8.202 20.007 3.560 -0.373 -0.976 0.003 0.001
H 9.611 20.790 3.225 1.079 0.079 0.469 0.000
H 8.560 21.228 4.591 0.707 0.148 0.446 0.000
H 8.892 15.646 3.357 -1.035 -0.454 -1.259 0.018
H 10.430 15.967 3.342 1.897 0.448 -1.145 0.027
C 13.251 15.763 4.550 1.623 -0.674 1.461 0.001
C 12.911 14.604 3.635 -0.967 0.476 -0.055 0.000
C 11.933 13.603 4.289 0.653 -0.413 -0.287 0.002
O 11.320 12.663 3.392 0.937 0.296 0.113 0.000
C 12.200 11.587 2.908 -1.011 0.896 0.088 0.000
N 12.180 15.209 2.532 -0.486 0.209 -0.152 -0.002
H 13.694 15.354 5.459 0.004 0.011 0.406 0.000
H 12.444 16.419 4.878 -0.443 -0.395 -0.339 0.000
H 14.046 16.422 4.201 -0.109 -0.088 -0.576 0.000
H 13.760 14.108 3.164 0.452 -0.174 0.823 0.000
H 11.150 14.223 4.725 -0.508 -0.113 -0.064 0.001
H 12.386 13.091 5.138 0.231 -0.161 -0.050 0.000
H 11.519 10.854 2.476 0.020 -0.195 0.468 0.000
H 12.792 11.204 3.739 -0.029 -0.179 -0.102 0.000
H 12.829 11.894 2.072 0.304 0.409 0.160 0.000
H 12.840 15.180 1.768 -0.789 0.249 -0.745 0.000
H 11.392 14.593 2.397 0.180 -0.493 -1.270 0.000
C 14.822 24.398 1.567 -1.140 -0.838 -0.321 0.000
C 15.333 23.069 2.191 -0.968 1.030 -0.034 0.000
C 14.570 21.805 1.811 0.299 0.064 -1.691 0.000
O 14.712 20.775 2.752 0.914 -0.414 1.111 0.000
C 13.581 19.964 2.875 -0.640 1.236 -0.237 0.000
N 16.695 22.990 1.777 1.550 -0.905 -0.006 0.000
H 15.288 25.286 1.995 0.301 -0.231 -0.099 0.000
H 13.747 24.540 1.677 -0.193 -0.104 0.500 0.000
H 14.923 24.366 0.482 0.574 0.119 0.001 0.000
H 15.110 23.123 3.257 0.514 0.181 0.563 0.000
H 14.958 21.349 0.900 0.194 0.487 -0.586 0.000
H 13.543 22.071 1.562 -0.437 -0.076 0.552 0.000
H 13.204 19.672 1.894 0.021 -0.423 -0.210 0.000
H 12.849 20.659 3.288 -0.827 -0.477 0.380 0.000
H 13.719 19.097 3.521 0.388 0.190 -0.040 0.000
H 17.338 23.659 2.176 -0.396 0.478 0.104 0.000
H 17.131 22.104 1.989 -0.190 -0.343 0.027 0.000